[1]
Formula: C17H28N4O3
Source: OMol25
Level of theory: ωB97M-V with the def2-TZVPD basis set

```
52
Properties=species:S:1:pos:R:3:forces:R:3:mulliken_charge:R:1
C 5.173879 4.251286 -2.244742 -0.2 0.1 0.1 -1.174
C 3.739525 4.508555 -1.797751 0.0 -0.2 -0.1 -0.595
C 3.049573 3.258352 -1.250255 0.2 0.3 0.2 -0.361
C 3.674116 2.756874 0.051082 -0.3 -0.1 -0.1 -0.766
C 2.837305 1.681531 0.741315 0.2 0.0 -0.1 -0.369
H 1.830354 2.059119 0.930001 0.0 0.0 0.1 0.332
H 3.297271 1.436441 1.701391 -0.1 0.0 0.0 0.286
C 2.747017 0.398858 -0.085558 0.2 0.4 -0.1 -1.232
N 2.112290 -0.669879 0.670943 -0.1 0.1 -0.2 0.269
C 0.751970 -0.736746 0.750773 -0.5 -0.2 0.1 0.893
C 0.111473 -1.713213 1.481148 0.1 0.1 -0.1 -0.634
C -1.329595 -1.787751 1.557910 -0.3 -0.1 0.1 0.072
N -2.048315 -0.923078 0.938196 0.7 0.0 -0.2 -0.141
N -3.376897 -0.843020 0.977641 -0.7 0.3 0.3 -0.211
C -3.948964 -0.006237 -0.048630 0.1 0.1 -0.3 -0.978
H -3.447863 0.965846 -0.012782 -0.1 0.0 0.0 0.358
C -3.835415 -0.579349 -1.475423 0.1 -0.1 0.2 -0.539
C -3.817543 -2.108985 -1.533454 -0.2 0.2 -0.1 -0.616
C -4.894473 -2.795218 -0.686178 0.3 -0.2 0.0 -0.774
C -4.419118 -3.102593 0.734100 -0.1 0.2 0.0 -0.350
C -4.222703 -1.843793 1.585923 0.2 -0.4 0.0 -1.183
H -3.793710 -2.115006 2.554835 -0.1 0.0 0.0 0.379
H -5.190867 -1.370685 1.771043 0.1 0.0 0.0 0.414
H -5.150245 -3.739136 1.236411 0.0 -0.1 0.1 0.436
H -3.479389 -3.656444 0.679453 0.0 -0.1 0.0 0.258
H -5.162498 -3.742108 -1.159440 -0.1 0.0 0.0 0.389
H -5.795659 -2.179457 -0.654907 -0.2 0.0 0.0 0.314
H -2.836897 -2.470476 -1.215663 0.0 0.0 0.0 0.216
H -3.940333 -2.398589 -2.579070 0.1 0.0 0.0 0.413
H -2.917486 -0.215676 -1.940305 0.0 0.1 -0.1 0.319
H -4.674770 -0.200818 -2.061324 0.0 0.1 -0.1 0.391
H -4.997694 0.146322 0.210955 0.1 0.0 0.0 0.398
H -1.714251 -2.601166 2.165854 -0.2 0.0 0.0 0.594
C 0.887367 -2.699712 2.193936 0.1 0.4 -0.3 0.201
O 0.456136 -3.612139 2.867622 -0.2 -0.2 0.1 -0.703
N 2.264871 -2.528278 2.050940 0.2 -0.4 0.3 -0.022
C 2.930248 -1.568014 1.339030 -0.1 -0.1 0.0 0.444
O 4.136757 -1.511809 1.286309 0.3 0.0 0.0 -0.646
H 2.850537 -3.196642 2.539172 -0.1 0.1 -0.1 0.254
O 0.086403 0.189248 0.072756 0.5 -0.3 0.2 -0.628
H -0.892696 -0.003662 0.234976 -0.1 -0.1 0.1 0.625
H 2.161805 0.561815 -0.990627 0.1 -0.1 0.0 0.301
H 3.749388 0.049992 -0.341050 -0.2 0.0 0.0 0.494
H 4.669516 2.356064 -0.143925 0.1 0.0 0.1 0.318
H 3.782111 3.600453 0.736798 0.1 0.0 0.0 0.345
H 1.997383 3.490551 -1.068321 -0.1 -0.1 0.0 0.315
H 3.091831 2.473806 -2.007628 -0.1 -0.1 -0.1 0.250
H 3.165015 4.877616 -2.650819 0.0 0.1 0.0 0.326
H 3.732701 5.289233 -1.033615 -0.1 0.1 0.0 0.336
H 5.205705 3.446396 -2.975928 0.1 -0.1 -0.1 0.295
H 5.801827 3.976247 -1.401747 0.1 -0.1 0.0 0.314
H 5.593010 5.145076 -2.701365 0.1 0.0 0.0 0.372
```
Positions in Å, forces in eV/Å.

Computed properties:
Relative energy (zero: lowest compared OMol25 entry of this formula, charge and spin): 179.8 kJ/mol
Total charge: 0
Structure (SMILES): CCCCCCn1c(O)c(/C=N/N2CCCCCC2)c(=O)[nH]c1=O
Frontier orbital gap: 8.25 eV


[2]
Formula: C5H15N5O10
Source: OMol25
Level of theory: ωB97M-V with the def2-TZVPD basis set

```
35
Properties=species:S:1:pos:R:3:forces:R:3:mulliken_charge:R:1
C -16.092826 12.918278 3.018673 0.4 0.6 -0.1 -0.680
N -17.021677 12.022421 2.294826 -0.2 -0.2 0.3 0.995
O -17.698227 11.260714 2.961930 0.1 0.1 -0.1 -0.555
O -17.066107 12.104710 1.087554 0.0 0.0 -0.2 -0.553
H -15.378166 12.331404 3.584790 -0.1 -0.3 0.0 0.223
H -16.659640 13.531139 3.713633 -0.2 -0.2 0.0 0.236
H -15.582693 13.544388 2.292692 -0.1 -0.2 0.0 0.376
C -13.605220 15.882009 5.433809 -0.2 0.3 0.3 -0.754
N -12.784482 14.647065 5.413009 0.0 0.1 -0.3 0.902
O -12.900146 13.895889 6.350614 0.2 -0.3 0.1 -0.525
O -12.060573 14.474251 4.450043 0.0 0.0 0.1 -0.524
H -14.271149 15.874031 4.577207 0.1 -0.1 -0.1 0.259
H -12.933255 16.733552 5.391389 0.1 0.0 -0.2 0.311
H -14.162922 15.894426 6.364249 0.0 -0.1 0.0 0.323
C -11.746325 15.357957 1.193896 0.3 -0.5 0.1 -0.621
N -13.125220 15.129201 0.685126 0.1 0.1 -0.2 0.846
O -13.961138 14.803962 1.509722 0.1 0.1 -0.1 -0.535
O -13.335654 15.307544 -0.494139 0.0 -0.1 0.2 -0.517
H -11.560740 14.618872 1.966904 -0.1 0.2 0.2 0.226
H -11.726349 16.362407 1.602195 0.0 0.0 0.0 0.253
H -11.024269 15.223520 0.397016 -0.2 0.2 -0.2 0.309
C -19.792115 9.677601 0.790224 -0.4 0.0 0.4 -0.586
N -20.057599 8.235328 1.047656 0.2 -0.1 0.0 0.881
O -19.143602 7.563296 1.484429 -0.1 0.1 -0.1 -0.529
O -21.167091 7.818085 0.797183 -0.2 0.0 -0.1 -0.550
H -18.885713 9.938096 1.316512 0.2 0.1 -0.3 0.234
H -20.638946 10.227227 1.195455 0.0 -0.1 0.0 0.272
H -19.777890 9.823743 -0.284028 0.3 -0.1 0.0 0.276
C -14.591402 10.847222 7.487678 -0.3 0.4 0.1 -0.781
N -15.445519 11.985653 7.005827 0.4 -0.2 -0.1 0.903
O -16.086601 11.799716 5.991205 -0.1 0.0 0.0 -0.522
O -15.401676 13.023341 7.625538 -0.2 0.0 0.1 -0.511
H -14.102459 10.442283 6.611537 0.1 -0.1 0.0 0.300
H -15.245134 10.110451 7.944605 -0.1 0.0 -0.1 0.306
H -13.913984 11.264346 8.222178 0.1 -0.1 -0.1 0.312
```
Positions in Å, forces in eV/Å.

Computed properties:
Relative energy (zero: lowest compared OMol25 entry of this formula, charge and spin): 11.8 kJ/mol
Total charge: 0
Structure (SMILES): C[N+](=O)[O-].C[N+](=O)[O-].C[N+](=O)[O-].C[N+](=O)[O-].C[N+](=O)[O-]
Frontier orbital gap: 10.44 eV


> What is the formula in the second record?

C5H15N5O10


> Among the records above, which one has the lowest frontier orbital gap?

C17H28N4O3


Copy entry 2 word for word.
Formula: C5H15N5O10
Source: OMol25
Level of theory: ωB97M-V with the def2-TZVPD basis set

```
35
Properties=species:S:1:pos:R:3:forces:R:3:mulliken_charge:R:1
C -16.092826 12.918278 3.018673 0.4 0.6 -0.1 -0.680
N -17.021677 12.022421 2.294826 -0.2 -0.2 0.3 0.995
O -17.698227 11.260714 2.961930 0.1 0.1 -0.1 -0.555
O -17.066107 12.104710 1.087554 0.0 0.0 -0.2 -0.553
H -15.378166 12.331404 3.584790 -0.1 -0.3 0.0 0.223
H -16.659640 13.531139 3.713633 -0.2 -0.2 0.0 0.236
H -15.582693 13.544388 2.292692 -0.1 -0.2 0.0 0.376
C -13.605220 15.882009 5.433809 -0.2 0.3 0.3 -0.754
N -12.784482 14.647065 5.413009 0.0 0.1 -0.3 0.902
O -12.900146 13.895889 6.350614 0.2 -0.3 0.1 -0.525
O -12.060573 14.474251 4.450043 0.0 0.0 0.1 -0.524
H -14.271149 15.874031 4.577207 0.1 -0.1 -0.1 0.259
H -12.933255 16.733552 5.391389 0.1 0.0 -0.2 0.311
H -14.162922 15.894426 6.364249 0.0 -0.1 0.0 0.323
C -11.746325 15.357957 1.193896 0.3 -0.5 0.1 -0.621
N -13.125220 15.129201 0.685126 0.1 0.1 -0.2 0.846
O -13.961138 14.803962 1.509722 0.1 0.1 -0.1 -0.535
O -13.335654 15.307544 -0.494139 0.0 -0.1 0.2 -0.517
H -11.560740 14.618872 1.966904 -0.1 0.2 0.2 0.226
H -11.726349 16.362407 1.602195 0.0 0.0 0.0 0.253
H -11.024269 15.223520 0.397016 -0.2 0.2 -0.2 0.309
C -19.792115 9.677601 0.790224 -0.4 0.0 0.4 -0.586
N -20.057599 8.235328 1.047656 0.2 -0.1 0.0 0.881
O -19.143602 7.563296 1.484429 -0.1 0.1 -0.1 -0.529
O -21.167091 7.818085 0.797183 -0.2 0.0 -0.1 -0.550
H -18.885713 9.938096 1.316512 0.2 0.1 -0.3 0.234
H -20.638946 10.227227 1.195455 0.0 -0.1 0.0 0.272
H -19.777890 9.823743 -0.284028 0.3 -0.1 0.0 0.276
C -14.591402 10.847222 7.487678 -0.3 0.4 0.1 -0.781
N -15.445519 11.985653 7.005827 0.4 -0.2 -0.1 0.903
O -16.086601 11.799716 5.991205 -0.1 0.0 0.0 -0.522
O -15.401676 13.023341 7.625538 -0.2 0.0 0.1 -0.511
H -14.102459 10.442283 6.611537 0.1 -0.1 0.0 0.300
H -15.245134 10.110451 7.944605 -0.1 0.0 -0.1 0.306
H -13.913984 11.264346 8.222178 0.1 -0.1 -0.1 0.312
```
Positions in Å, forces in eV/Å.

Computed properties:
Relative energy (zero: lowest compared OMol25 entry of this formula, charge and spin): 11.8 kJ/mol
Total charge: 0
Structure (SMILES): C[N+](=O)[O-].C[N+](=O)[O-].C[N+](=O)[O-].C[N+](=O)[O-].C[N+](=O)[O-]
Frontier orbital gap: 10.44 eV


> What is the formula in the second record?

C5H15N5O10